Entry 1:
One molecule with the formula C24H27N3O5S2 at a distorted geometry. Source: the Open Molecules 2025 dataset; level of theory: wB97M-V/def2-TZVPD.

Computed properties:
* total charge: 0
* structure (SMILES): COCCN(CCOC)S(=O)(=O)c1ccc(C(=O)Nc2nc3c(s2)CCc2ccccc2-3)cc1
* E_LUMO: 0.368 eV
* frontier orbital gap: 8.4609 eV
* multiplicity: 1

Atoms and positions in Å:
C1 5.5870 -0.1947 -0.5405
O1 4.9979 0.7273 0.3520
C2 4.2879 0.1358 1.4219
C3 2.7609 0.1783 1.2141
N1 2.3394 -0.3776 -0.0481
C4 2.2817 0.4826 -1.2038
C5 0.9545 1.2501 -1.2948
O2 -0.1664 0.4530 -1.5981
C6 -0.2809 0.1105 -2.9579
S1 2.3620 -2.0217 -0.2460
O3 2.6815 -2.3055 -1.6186
O4 3.1823 -2.5960 0.7828
C7 0.6700 -2.5162 0.0593
C8 0.2407 -2.7261 1.3551
C9 -1.0732 -3.0961 1.5860
C10 -1.9502 -3.2206 0.5161
C11 -3.3785 -3.6085 0.7158
O5 -3.7622 -4.6973 1.0644
N2 -4.2747 -2.6138 0.3822
C12 -3.9581 -1.2887 0.2395
N3 -2.9161 -0.7259 0.7246
C13 -2.8579 0.5952 0.4085
C14 -3.8998 1.0654 -0.3423
S2 -5.0194 -0.2118 -0.6844
C15 -4.0487 2.4974 -0.7153
C16 -2.6520 3.1165 -0.8294
C17 -1.7760 2.7809 0.3480
C18 -0.8553 3.6830 0.8532
C19 -0.0049 3.3214 1.8879
C20 -0.0559 2.0418 2.4163
C21 -0.9685 1.1270 1.9229
C22 -1.8337 1.4948 0.8999
C23 -1.4991 -3.0284 -0.7865
C24 -0.1801 -2.6856 -1.0140
H1 6.3662 -0.7784 -0.0372
H2 6.0388 0.4000 -1.3332
H3 4.8540 -0.8844 -0.9689
H4 4.5989 -0.9030 1.5608
H5 4.5300 0.7094 2.3243
H6 2.2880 -0.3930 2.0148
H7 2.4087 1.2112 1.2597
H8 2.4125 -0.1601 -2.0756
H9 3.1037 1.2038 -1.1719
H10 0.7302 1.7012 -0.3264
H11 1.0600 2.0504 -2.0431
H12 -1.2162 -0.4376 -3.0561
H13 -0.3184 1.0103 -3.5866
H14 0.5463 -0.5193 -3.3006
H15 0.9460 -2.6231 2.1645
H16 -1.4271 -3.2742 2.5897
H17 -5.2534 -2.8747 0.3578
H18 -4.6271 3.0143 0.0603
H19 -4.5897 2.6037 -1.6570
H20 -2.1637 2.7133 -1.7234
H21 -2.7331 4.1980 -0.9479
H22 -0.7990 4.6788 0.4368
H23 0.7010 4.0404 2.2770
H24 0.6106 1.7618 3.2187
H25 -1.0310 0.1256 2.3189
H26 -2.1791 -3.1581 -1.6158
H27 0.2092 -2.5622 -2.0105

Cartesian forces, eV/Å:
0.07 -0.04 -0.01
-0.22 0.23 0.05
-0.20 0.03 0.17
0.67 -0.07 0.40
0.16 -1.12 -0.24
-0.57 0.28 -0.61
0.32 0.05 0.06
-0.03 -0.14 0.11
-0.01 0.08 0.02
-0.22 0.29 0.00
-0.35 0.11 0.03
-0.27 0.15 0.22
0.54 0.05 -0.20
-0.02 -0.06 0.20
-0.07 -0.08 -0.16
0.54 -0.39 -0.11
0.04 0.06 -0.03
0.06 -0.11 0.10
-0.60 -0.45 -0.08
-0.51 1.12 -0.42
0.15 -0.40 0.53
-0.98 0.39 -0.89
0.25 -0.33 0.17
0.69 -0.20 0.37
-0.05 0.19 -0.02
-0.14 -0.02 -0.01
0.05 -0.03 0.05
0.00 -0.02 0.04
0.08 0.05 0.02
0.05 0.04 0.05
-0.07 0.03 -0.12
0.25 0.24 0.18
0.00 -0.10 0.23
-0.01 -0.02 -0.13
-0.02 -0.01 -0.04
0.03 -0.10 -0.03
0.08 0.04 -0.05
0.03 0.11 0.05
-0.04 -0.10 -0.01
-0.02 0.20 0.20
-0.08 -0.10 0.00
0.07 0.28 -0.10
0.00 -0.12 0.01
0.07 0.09 -0.03
0.00 0.00 0.06
0.01 -0.03 -0.10
-0.01 -0.05 0.00
0.01 -0.04 -0.03
0.03 -0.03 0.16
-0.01 0.00 0.11
0.22 -0.08 0.08
-0.02 0.04 -0.07
0.01 0.08 0.03
-0.02 0.01 -0.06
0.05 -0.02 -0.02
-0.01 0.10 -0.05
0.06 0.06 0.04
0.06 -0.03 0.08
0.00 -0.13 0.07
-0.07 0.01 -0.09
-0.03 0.02 -0.17



Entry 2:
An isolated ion of composition C3H10N2S and charge +1 at a distorted geometry. Source: the Open Molecules 2025 dataset; level of theory: wB97M-V/def2-TZVPD.

Computed properties:
* total charge: +1
* E_LUMO (alpha / beta): -3.335 / -8.678 eV
* ⟨S²⟩: 0.76
* frontier orbital gap (alpha / beta): 10.3436 / 4.9430 eV
* multiplicity: 2

Atoms and positions in Å:
N1 -0.2569 1.2708 -0.6137
C1 -0.4162 -0.1916 -0.2540
C2 0.7863 -0.7714 0.4881
S1 2.3988 -0.2520 -0.1373
C3 -1.6656 -0.2787 0.6129
N2 -2.8443 0.4319 0.0429
H1 -0.4976 1.9211 0.0807
H2 -1.0309 1.4483 -1.2730
H3 -0.5905 -0.8588 -1.1358
H4 0.7266 -0.3507 1.5155
H5 0.6690 -1.8261 0.4868
H6 2.1275 -0.4387 -1.4744
H7 -1.4003 0.0784 1.6747
H8 -1.9391 -1.3399 0.7590
H9 -3.6055 -0.1090 -0.2650
H10 -3.3587 1.0379 0.7419

Cartesian forces, eV/Å:
0.07 -2.55 -2.15
-0.41 0.61 -0.40
-0.76 2.15 0.76
-1.06 0.20 -0.98
-1.44 -0.82 1.81
0.69 2.19 1.86
0.19 0.78 1.92
0.71 -0.03 -0.26
0.24 1.24 0.11
0.46 -0.60 -0.39
0.36 -1.14 0.26
0.19 0.08 0.63
-0.54 -0.12 -1.55
0.27 0.25 -0.03
-0.45 -1.54 -0.74
1.46 -0.69 -0.86



Entry 3:
One molecule with the formula C4H11NS2 at a distorted geometry. Source: the Open Molecules 2025 dataset; level of theory: wB97M-V/def2-TZVPD.

Computed properties:
* total charge: 0
* structure (SMILES): CCSSCCN
* E_LUMO: -0.377 eV
* frontier orbital gap: 7.4665 eV
* multiplicity: 1

Atoms and positions in Å:
C1 1.5068 0.4547 -3.6392
C2 1.8496 0.2618 -2.1990
S1 0.6288 0.0668 -0.7550
S2 0.6490 -0.5773 1.2634
C3 -0.5754 0.4561 1.9528
C4 -1.9523 -0.3050 1.9064
N1 -2.1824 -1.3107 2.9223
H1 0.5284 0.9688 -3.6543
H2 2.2597 1.0137 -4.1928
H3 1.3096 -0.4850 -4.1666
H4 2.4655 -0.5914 -1.9644
H5 2.5065 1.0482 -1.7686
H6 -0.1880 0.7144 3.0233
H7 -0.5036 1.5947 1.5644
H8 -2.9195 0.2854 1.8126
H9 -1.9559 -0.6751 0.9116
H10 -2.1054 -0.9500 3.8947
H11 -1.3216 -1.9702 3.0884

Cartesian forces, eV/Å:
-2.43 -0.36 0.08
3.91 -0.01 3.69
-3.72 0.81 -1.77
2.66 -0.97 -0.44
-0.41 3.78 1.62
-0.71 1.88 0.14
2.69 -1.93 1.96
0.47 0.24 -0.44
-0.01 0.10 0.36
0.22 0.03 0.23
0.37 -0.60 -0.82
-0.49 0.06 -0.91
-0.84 -0.99 -1.42
-0.57 -2.73 0.15
1.40 0.17 0.82
0.10 -1.32 -0.74
-0.83 0.68 -0.99
-1.83 1.16 -1.52



Entry 4:
C20H24BrN5O2S5Ti as an isolated structure. Source: the Open Molecules 2025 dataset; level of theory: wB97M-V/def2-TZVPD.

Computed properties:
* total charge: +1
* E_LUMO (alpha / beta): -3.373 / -3.080 eV
* ⟨S²⟩: 0.75
* frontier orbital gap (alpha / beta): 6.9234 / 7.2163 eV
* multiplicity: 2

Atoms and positions in Å:
Ti1 0.4516 -0.2167 -0.4996
C1 -0.1316 -0.6702 2.6049
N1 -0.8469 -0.3505 3.8156
C2 -2.2849 -0.4853 3.5783
N2 -2.7373 0.4094 2.5112
C3 -2.0294 0.0895 1.2977
N3 -0.5320 0.2206 1.4562
C4 -0.2748 1.6401 1.9067
N4 -0.9857 1.9616 3.1187
C5 -0.5635 1.0423 4.1779
C6 -2.4219 1.7896 2.8936
H1 -0.3304 -1.7032 2.3139
H2 0.9398 -0.5499 2.7668
H3 -2.8220 -0.2470 4.4959
H4 -2.5099 -1.5174 3.3016
H5 -2.3322 0.7598 0.4932
H6 -2.2442 -0.9399 1.0055
H7 -0.5884 2.3025 1.0972
H8 0.7997 1.7457 2.0626
H9 -1.0965 1.2859 5.0965
H10 0.5070 1.1583 4.3523
H11 -2.7476 2.4646 2.1007
H12 -2.9595 2.0379 3.8082
C7 0.9441 -2.0606 -3.5991
S1 1.7507 -0.7202 -2.6939
C8 3.2047 -1.4694 -2.0605
C9 3.4973 -1.4907 -0.7490
S2 2.5107 -0.9151 0.5896
S3 5.0546 -2.1547 -0.3418
C10 5.5943 -2.5114 -1.9630
S4 6.9699 -3.3002 -2.2963
S5 4.4139 -2.0717 -3.1668
H13 0.1207 -1.5998 -4.1418
H14 0.5757 -2.8302 -2.9267
H15 1.6534 -2.4866 -4.3046
C11 -0.0228 -5.5958 -0.4968
C12 -1.0978 -4.6077 -0.0300
C13 -0.6885 -3.2262 -0.2678
N5 -0.3704 -2.1454 -0.4804
H16 -0.3250 -6.6034 -0.2214
H17 0.9355 -5.3815 -0.0273
H18 0.0983 -5.5550 -1.5775
H19 -1.3021 -4.7017 1.0383
H20 -2.0442 -4.7474 -0.5560
Br1 1.9003 2.2742 -0.7423
C14 0.6312 3.4901 -1.4846
C15 0.8317 4.8357 -1.2410
C16 -0.0416 5.7573 -1.8036
C17 -1.0838 5.3325 -2.6122
C18 -1.2609 3.9804 -2.8601
C19 -0.4131 3.0400 -2.2857
C20 -0.6651 1.5945 -2.5624
O1 -0.8620 1.1305 -3.6463
O2 -0.7230 0.8471 -1.4374
H21 1.6613 5.1640 -0.6305
H22 0.1070 6.8117 -1.6143
H23 -1.7552 6.0531 -3.0580
H24 -2.0591 3.6361 -3.5044

Cartesian forces, eV/Å:
0.39 0.49 0.33
0.03 0.00 -0.10
-0.01 0.02 0.02
0.00 -0.01 0.00
-0.01 0.02 0.02
0.11 -0.02 -0.08
-0.03 0.04 0.10
0.05 -0.09 -0.10
-0.01 0.02 0.02
0.00 -0.01 0.01
-0.01 0.00 0.00
0.00 0.00 0.02
0.00 -0.01 0.02
0.00 0.00 0.00
0.00 0.00 0.00
-0.03 -0.01 0.01
-0.02 0.00 0.00
-0.01 0.02 0.02
-0.01 0.02 0.01
0.00 0.00 0.00
0.00 0.00 0.00
0.00 0.00 0.00
0.00 0.00 0.00
-0.02 -0.05 0.00
0.03 0.04 -0.07
-0.06 0.03 0.05
-0.08 0.05 0.14
0.04 -0.05 -0.19
0.10 0.11 0.06
-0.20 -0.44 0.04
0.10 0.17 -0.02
0.07 0.11 -0.09
-0.01 0.02 0.02
0.03 0.00 0.01
-0.01 0.03 -0.03
-0.02 -0.02 0.00
0.08 0.17 -0.01
-0.16 -0.05 -0.14
-0.24 -0.46 0.20
0.00 0.00 -0.02
0.00 -0.01 0.01
0.01 0.00 0.00
0.03 -0.02 0.00
0.01 -0.05 0.00
0.06 -0.09 0.06
-0.11 0.09 -0.03
-0.02 0.02 -0.01
0.03 0.00 0.02
-0.01 -0.03 0.00
0.01 0.03 -0.03
0.13 0.01 -0.06
-0.28 0.00 0.35
0.03 -0.01 -0.14
0.03 -0.03 -0.39
0.00 -0.01 0.00
0.00 0.00 0.00
0.00 0.00 0.00
0.01 -0.02 0.00